# 1
Density functional theory data (ωB97M-V with the def2-TZVPD basis set) for a cluster of 2 separate species, C4H4N2S in total in a non-equilibrium geometry.

As for the relative energy (zero: lowest compared OMol25 entry of this formula, charge and spin): 113.7 kcal/mol. The value obtained for the HOMO-LUMO gap (spin up / spin down) is 7.039 / 7.048 eV. Its LUMO energy (spin up / spin down) is -2.835 / -2.833 eV. Its spin multiplicity is 1. The HOMO energy (spin up / spin down) comes out at -9.9 / -9.9 eV.

Positions of all 11 atoms, in Å:
1 C 1.5230 -1.4795 0.8134
2 C 1.1373 0.8435 -0.8935
3 C -1.1320 -0.1803 -0.4852
4 C 0.0934 0.5339 -0.0259
5 N 2.1052 -2.3709 1.1882
6 N 1.9056 1.1805 -1.6637
7 S 0.0020 1.5591 1.3661
8 H -1.2956 -0.0168 -1.6608
9 H -2.0210 0.2557 -0.0315
10 H -1.2491 -1.2271 -0.3235
11 H -1.0688 0.9020 1.7164

# 2
Density functional theory data (ωB97M-V with the def2-TZVPD basis set) for a structure of composition C2H3ClO2S in a non-equilibrium geometry.

As for the relative energy (zero: lowest compared OMol25 entry of this formula, charge and spin): 103.4 kcal/mol. The value obtained for the HOMO-LUMO gap (spin up / spin down) is 7.773 / 7.775 eV. Its LUMO energy (spin up / spin down) is -0.778 / -0.778 eV. Its spin multiplicity is 1. The HOMO energy (spin up / spin down) comes out at -8.6 / -8.6 eV.

Positions of all 9 atoms, in Å:
1 C 0.5598 0.2679 -0.6323
2 C -0.7583 -1.0442 0.8495
3 O 2.9473 1.2538 -1.0466
4 O -0.2262 1.2222 -0.9914
5 S 2.2174 0.2117 -0.2659
6 Cl -2.0690 0.1120 0.5378
7 H -0.3506 -0.9342 1.8722
8 H -1.0564 -2.0569 0.4615
9 H -1.2641 0.9677 -0.7847

# 3
Density functional theory data (ωB97M-V with the def2-TZVPD basis set) for the ion C3H9N4 with charge +1 in a non-equilibrium geometry.

Its charge is +1. As for the relative energy (zero: lowest compared OMol25 entry of this formula, charge and spin): 83.4 kcal/mol. The SMILES is [H]/N=C/[C@@H](/N=N/[H])[NH2+]C. The value obtained for the HOMO-LUMO gap is 10.226 eV. Its LUMO energy is -3.763 eV. Its spin multiplicity is 1. The HOMO energy comes out at -14.0 eV.

Positions of all 16 atoms, in Å:
1 C 1.4929 -0.3331 0.3442
2 C -2.0319 -0.7447 0.4620
3 C 0.1609 0.4944 0.1885
4 N 1.5522 -1.3692 -0.3931
5 N 1.4474 2.2811 -0.1916
6 N 0.6123 1.5667 -0.7372
7 N -0.8982 -0.3069 -0.4526
8 H 2.2449 0.1196 0.9248
9 H -1.5607 -1.5636 1.0870
10 H -2.4646 0.0067 1.1651
11 H -2.9634 -1.1885 -0.0545
12 H -0.2703 0.9194 1.0745
13 H 2.4814 -1.9748 -0.4445
14 H 1.7690 2.9560 -0.8234
15 H -1.3327 0.2493 -1.2160
16 H -0.2393 -1.1122 -0.9331

# 4
Density functional theory data (ωB97M-V with the def2-TZVPD basis set) for a cluster of 2 separate species, C4H8NO in total in a non-equilibrium geometry.

Its charge is -1. As for the relative energy (zero: lowest compared OMol25 entry of this formula, charge and spin): 90.7 kcal/mol. The value obtained for the HOMO-LUMO gap (spin up / spin down) is 5.746 / 5.743 eV. Its LUMO energy (spin up / spin down) is 4.364 / 4.364 eV. Its spin multiplicity is 1. The HOMO energy (spin up / spin down) comes out at -1.4 / -1.4 eV.

Positions of all 14 atoms, in Å:
1 C 1.0960 0.0059 -0.3069
2 C 0.4005 -1.2450 0.0913
3 C -0.1278 2.2449 0.0088
4 C -0.9560 -1.2095 0.7609
5 N 0.5609 -0.7455 -1.2483
6 O 0.6213 -1.2056 -2.4495
7 H 2.0892 0.3735 -0.1545
8 H 0.9851 -2.1397 0.3610
9 H 0.4462 2.9866 -0.5334
10 H -0.1313 2.4190 1.0798
11 H -1.1217 2.1014 -0.3979
12 H -1.4579 -0.2862 0.4928
13 H -0.8368 -1.2417 1.8439
14 H -1.5676 -2.0583 0.4520

# 5
Density functional theory data (ωB97M-V with the def2-TZVPD basis set) for a structure of composition C3O3Tb in a non-equilibrium geometry.

Its charge is +2. As for the relative energy (zero: lowest compared OMol25 entry of this formula, charge and spin): 0.0 kcal/mol. The value obtained for the HOMO-LUMO gap (spin up / spin down) is 7.078 / 6.983 eV. Its LUMO energy (spin up / spin down) is -11.502 / -11.500 eV. The expectation value of S² is 15.7668. Its spin multiplicity is 8. The HOMO energy (spin up / spin down) comes out at -18.6 / -18.5 eV.

Positions of all 7 atoms, in Å:
1 C 1.2363 -0.4558 0.4294
2 C 2.5823 -0.4837 0.5544
3 O 3.6840 -0.5702 0.9662
4 O -2.5163 -0.4731 -1.3708
5 O 1.4041 0.8311 0.0222
6 C -3.1792 -0.8701 -2.2025
7 Tb -1.1351 0.1882 0.5315

# 6
Density functional theory data (ωB97M-V with the def2-TZVPD basis set) for a structure of composition C16H13BF2N3O7S2W in a non-equilibrium geometry.

Its charge is +1. As for the relative energy (zero: lowest compared OMol25 entry of this formula, charge and spin): 0.0 kcal/mol. The value obtained for the HOMO-LUMO gap is 7.189 eV. Its LUMO energy is -5.332 eV. Its spin multiplicity is 1. The HOMO energy comes out at -12.5 eV.

Positions of all 45 atoms, in Å:
1 W -2.4090 0.0835 0.5539
2 C 3.4083 3.5819 -3.7738
3 C 2.7148 3.0044 -2.5752
4 C 3.1812 3.2663 -1.2860
5 C 2.5624 2.7193 -0.1797
6 C 1.4499 1.9021 -0.3802
7 C 0.9612 1.6156 -1.6518
8 C 1.6056 2.1740 -2.7386
9 S 0.6988 1.2490 1.0318
10 O 1.6559 0.9092 2.0243
11 O -0.2094 2.3993 1.5379
12 N -0.2559 0.0316 0.6042
13 C 0.3413 -1.2611 0.6965
14 C 1.6202 -1.6155 0.3820
15 C 2.0539 -2.9442 0.6083
16 C 1.2187 -3.8759 1.1491
17 C -0.1170 -3.5278 1.4660
18 C -1.0483 -4.3995 2.0661
19 C -2.3089 -3.9572 2.3640
20 C -2.6880 -2.6635 1.9988
21 N -1.8437 -1.8237 1.4075
22 C -0.5474 -2.2229 1.2003
23 H 4.0262 4.4356 -3.5033
24 H 2.6884 3.8950 -4.5289
25 H 4.0554 2.8299 -4.2299
26 H 4.0424 3.9075 -1.1503
27 H 2.9301 2.9129 0.8192
28 H 0.1029 0.9743 -1.7874
29 H 1.2406 1.9633 -3.7358
30 H 2.3065 -0.8799 -0.0158
31 H 3.0701 -3.2181 0.3622
32 H 1.5652 -4.8825 1.3407
33 H -0.7589 -5.4163 2.3023
34 H -3.0276 -4.6018 2.8473
35 H -3.6926 -2.3123 2.1699
36 O -4.8488 -1.3953 -2.0620
37 S -3.9784 -0.8033 -1.1374
38 O -2.4637 -1.0178 -1.3168
39 O -4.0756 -1.2365 0.3302
40 O -4.0044 0.6720 -0.8846
41 O -3.4997 0.8854 1.8331
42 N -2.1334 1.0953 2.2081
43 F -2.1482 3.5415 2.0871
44 B -1.5739 2.3877 1.9407
45 F -1.8673 1.6186 -0.3938